Molecular formula: C4H5LiO2Tm
Method: DFT, the ωB97M-V functional and the def2-TZVPD basis

Each line ends with the Löwdin charge.
Cartesian coordinates (Å):
1 H 1.0262 1.6236 -0.9531  0.137
2 C 0.7213 0.3046 0.8049  -0.424
3 C 0.3527 -1.1610 0.6840  -0.045
4 C -0.5773 -1.1783 -0.5393  -0.192
5 C -0.9440 0.2709 -0.8075  -0.300
6 O -0.5119 0.8885 0.4025  -0.273
7 O 1.2171 0.9275 1.7588  0.107
8 Li -0.0661 3.0306 0.9201  0.829
9 Tm -0.7331 1.9366 -2.6804  1.596
10 H -0.1146 -1.4747 1.6268  0.161
11 H 1.2852 -1.7281 0.5537  0.147
12 H -1.5451 -1.6918 -0.4130  0.133
13 H -0.1104 -1.7483 -1.3575  0.122

Values from the calculation:
Multiplicity: 4
Net charge: +2
LUMO (spin up / spin down) in eV: -9.66 / -10.95
Kohn-Sham gap (spin up / spin down) in eV: 5.109 / 6.079
HOMO energy (spin up / spin down) in eV: -14.7708 / -17.0251
⟨S²⟩: 3.802